# C2H2N2OS2

A single C2H2N2OS2 molecule (ωB97M-V/def2-TZVPD, the OMol25 dataset).

```
9
Properties=species:S:1:pos:R:3:forces:R:3
C -0.8548 -0.1923 -0.0259 0.032 0.313 -0.171
C 1.2788 -0.1331 -0.0285 -0.226 -0.215 -0.603
H -2.3025 -1.8296 0.0439 -0.116 -0.259 -0.011
H 1.2457 1.9958 0.2062 -0.183 0.022 0.208
N 0.1504 -0.9787 -0.1089 0.214 0.432 0.446
N 0.7884 1.1598 -0.1204 0.344 -0.833 -0.067
O -0.6110 1.1297 0.0197 0.823 0.280 0.084
S -2.5371 -0.5192 -0.0002 -0.494 -0.267 0.008
S 2.8421 -0.6325 0.0142 -0.394 0.528 0.108
```
Forces are in eV/Å.

Its total charge is 0. As for the energy: -1058.47957 Ha. The calculation puts the HOMO energy at -8.70 eV. Its SMILES is S=c1nc(S)o[nH]1. As for the spin multiplicity: 1. For the relative energy (zero: lowest compared OMol25 entry of this formula, charge and spin), the calculation gives 21.4 kcal/mol.



# C2H2N2S

A single C2H2N2S molecule (ωB97M-V/def2-TZVPD, the OMol25 dataset).

```
7
Properties=species:S:1:pos:R:3:forces:R:3
C -0.5518 0.9826 0.0466 -1.939 -2.035 -0.432
C -1.6028 -0.0993 -0.0035 -2.893 -1.608 0.302
H 2.6979 0.0214 0.0374 1.244 0.601 -0.043
H -0.9874 1.9054 0.2085 -1.118 1.960 -0.018
N 0.6803 0.9912 -0.0898 2.507 -2.041 0.703
N -2.6150 -0.7318 -0.0158 4.274 2.407 -0.016
S 1.5475 -0.5651 0.0147 -2.077 0.716 -0.495
```
Forces are in eV/Å.

Its total charge is 0. As for the energy: -585.03780 Ha. The calculation puts the HOMO energy at -9.96 eV. Its SMILES is N#C/C=N\S. As for the spin multiplicity: 1. For the relative energy (zero: lowest compared OMol25 entry of this formula, charge and spin), the calculation gives 39.6 kcal/mol.



# C2H2N2S3

A single C2H2N2S3 molecule (ωB97M-V/def2-TZVPD, the OMol25 dataset).

```
9
Properties=species:S:1:pos:R:3:forces:R:3
C -0.1903 2.6458 -1.5049 -0.057 -0.019 -0.223
C 0.4996 -0.0657 0.3638 -0.109 -2.050 2.510
N -0.1859 1.9666 -0.5063 -0.730 0.224 -0.689
N 0.4964 1.3355 0.4064 0.218 1.075 0.588
S -0.5365 3.5832 -2.7393 0.045 -0.197 0.552
S 1.6816 0.7838 -2.3174 0.593 -0.224 0.347
S 2.1254 0.5086 -0.4444 -1.363 -0.743 -0.660
H 0.7960 -0.4100 1.4698 -0.666 0.438 -2.575
H -0.3704 -0.7247 -0.0677 2.070 1.496 0.150
```
Forces are in eV/Å.

Its total charge is 0. As for the energy: -1381.34773 Ha. The calculation puts the HOMO energy at -8.43 eV. As for the spin multiplicity: 1. For the relative energy (zero: lowest compared OMol25 entry of this formula, charge and spin), the calculation gives 85.2 kcal/mol.



# C2H2N3O2

2 unconnected molecules or ions with the total composition C2H2N3O2 (ωB97M-V/def2-TZVPD, the OMol25 dataset).

```
9
Properties=species:S:1:pos:R:3:forces:R:3
C -0.6489 -0.5821 -0.2049 -4.587 -6.096 2.074
C 0.4854 2.2771 -0.6057 0.985 0.524 0.560
N -0.2749 1.4600 -1.1099 -0.538 -0.519 -0.870
N -0.8009 0.3210 -1.1174 -0.475 0.954 -1.036
N 0.3647 -0.9360 0.4906 2.775 0.815 0.614
O 1.1526 3.1648 -0.3579 0.030 0.170 0.219
O 0.2802 -1.8793 1.3906 -1.087 0.161 -0.892
H -1.7398 -1.6481 -0.1268 3.023 3.436 -0.442
H 1.1815 -2.1774 1.6414 -0.126 0.556 -0.228
```
Forces are in eV/Å.

Its total charge is +1. As for the energy: -391.62184 Ha. The calculation puts the HOMO energy (spin up / spin down) at -16.09 / -16.09 eV. As for the spin multiplicity: 1. For the relative energy (zero: lowest compared OMol25 entry of this formula, charge and spin), the calculation gives 79.3 kcal/mol.